This record from the OMol25 dataset describes C41H51AsBCl45F9O8S3Si as an isolated structure at a distorted geometry. The level of theory is the ωB97M-V functional and the def2-TZVPD basis.

Cartesian coordinates (Å):
1 C -0.5044 -0.8481 5.1282
2 C -0.8903 -0.6601 3.9924
3 C -1.1268 -0.3206 2.4965
4 As -2.7518 0.9361 2.2019
5 S -1.5728 2.4484 3.3865
6 C -0.8510 3.9152 2.6863
7 C 0.5835 3.6634 2.0345
8 O 0.8127 4.2923 1.0150
9 O 1.4953 2.8037 2.6282
10 C 2.8176 2.9393 2.0820
11 C 3.0915 1.9598 0.8463
12 C 3.2439 0.4922 1.4567
13 O 1.9807 1.9028 -0.0714
14 C 2.3806 1.9284 -1.3994
15 O 3.3588 1.3538 -1.8185
16 C 1.4116 2.7469 -2.3746
17 S 1.5231 2.0846 -4.1070
18 B -3.4819 0.0978 3.9296
19 O -4.0244 -1.2343 3.8264
20 O -3.5307 0.7206 5.1944
21 C -4.3124 -0.0382 6.1493
22 C -4.4608 0.7345 7.5420
23 C -2.0877 1.4356 0.3201
24 F -3.2815 1.2720 -0.4996
25 F -1.7013 2.7322 0.0638
26 C -1.1433 0.3851 -0.4102
27 C -1.8773 -0.9962 -0.7413
28 Si -0.6711 -2.3421 -1.4166
29 C 0.4165 -1.6962 -2.8372
30 C -1.8460 -3.7417 -2.0424
31 C 0.2837 -2.9955 0.0921
32 C -0.4697 -3.9129 1.0138
33 C 0.1523 -4.4545 2.2421
34 C 1.5548 -4.0842 2.5823
35 C 2.2853 -3.2072 1.6357
36 C 1.6926 -2.6504 0.3925
37 S -4.6358 2.3476 1.9793
38 O -4.4116 3.5117 1.0906
39 O -5.6722 1.5052 1.3061
40 C -5.4859 3.0066 3.4958
41 F -6.6731 3.5454 2.8854
42 F -6.1073 2.0675 4.3403
43 C -4.9069 4.2800 4.2443
44 F -5.8668 5.3171 4.2685
45 F -3.8247 4.8877 3.6085
46 C -4.4891 4.1378 5.7670
47 F -5.4642 3.6075 6.5850
48 F -4.3713 5.4698 6.2267
49 F -3.2481 3.6138 5.9867
50 H -0.2210 -0.6732 6.1917
51 H -1.2056 -1.2918 1.9435
52 H -0.2313 0.3099 2.1982
53 H -3.5579 -0.1554 1.4567
54 H -1.5259 4.4774 1.9706
55 H -0.6304 4.6845 3.5002
56 H 3.5308 2.5803 2.8946
57 H 3.1256 4.0023 1.8624
58 H 4.0584 2.3013 0.3846
59 H 3.5339 -0.2161 0.6202
60 H 4.0145 0.4436 2.2794
61 H 2.2134 0.1744 1.8014
62 H 1.7247 3.8238 -2.3313
63 H 0.3582 2.5817 -1.9906
64 H 0.6068 1.0633 -4.1482
65 H -4.4603 -1.3374 2.9575
66 H -3.8120 -1.0199 6.4081
67 H -5.3729 -0.1988 5.7815
68 H -5.4733 1.2437 7.5810
69 H -3.6132 1.4521 7.7132
70 H -4.4823 -0.0248 8.3819
71 H -0.1125 0.2774 0.0131
72 H -0.9805 0.8496 -1.4417
73 H -2.4338 -1.4324 0.1330
74 H -2.6105 -0.8357 -1.5959
75 H -0.2234 -1.0854 -3.5519
76 H 0.8169 -2.5609 -3.4521
77 H 1.2936 -1.0906 -2.4751
78 H -1.3737 -4.7625 -1.9938
79 H -2.7355 -3.7133 -1.3338
80 H -2.2555 -3.4790 -3.0648
81 H -1.5331 -4.2301 0.8096
82 H -0.4153 -5.1161 2.9513
83 H 2.0677 -4.4472 3.5136
84 H 3.3465 -2.9363 1.8779
85 H 2.2542 -1.9875 -0.3192
86 C -5.6731 -4.2889 6.5195
87 Cl -5.5485 -5.8793 5.7496
88 Cl -4.8266 -4.2851 8.0745
89 Cl -5.0339 -3.0308 5.4598
90 H -6.7232 -4.0815 6.7038
91 C -3.6839 -7.3988 -2.2540
92 Cl -4.4687 -5.8227 -2.1230
93 Cl -2.5699 -7.4334 -3.6281
94 Cl -2.8366 -7.8004 -0.7544
95 H -4.4531 -8.1466 -2.4223
96 C 0.0086 -4.7989 5.8918
97 Cl 0.3583 -3.1191 5.4575
98 Cl 0.7774 -5.2247 7.4316
99 Cl -1.7365 -5.0668 5.9751
100 H 0.4160 -5.4453 5.1187
101 C 4.3831 3.3000 -6.6386
102 Cl 2.9522 3.6429 -7.6171
103 Cl 4.3351 4.2115 -5.1239
104 Cl 4.5153 1.5658 -6.3183
105 H 5.2612 3.6117 -7.1965
106 C 6.9435 -1.1482 -4.8798
107 Cl 8.1846 -1.5755 -6.0662
108 Cl 5.3319 -1.2867 -5.5883
109 Cl 7.0812 -2.1667 -3.4422
110 H 7.0970 -0.1146 -4.5822
111 C 6.1195 1.6240 4.9849
112 Cl 5.5212 2.5392 3.5898
113 Cl 5.0735 0.2372 5.3083
114 Cl 7.7866 1.0914 4.7287
115 H 6.0987 2.2787 5.8512
116 C -3.4872 -8.3219 -7.6023
117 Cl -2.8295 -9.9309 -7.2851
118 Cl -5.0991 -8.1588 -6.8941
119 Cl -2.4055 -7.0724 -6.9765
120 H -3.5718 -8.1937 -8.6778
121 C -9.0414 6.1862 1.8056
122 Cl -10.3839 7.0334 2.5878
123 Cl -9.5597 4.6053 1.2202
124 Cl -8.3833 7.1533 0.4790
125 H -8.2552 6.0375 2.5412
126 C 10.5760 2.0052 1.7133
127 Cl 8.8325 1.9280 1.9812
128 Cl 11.0996 3.6816 1.5206
129 Cl 11.4449 1.2312 3.0466
130 H 10.8059 1.4675 0.7979
131 C -5.7050 7.3212 -2.1926
132 Cl -6.5603 6.7838 -3.6454
133 Cl -4.5321 6.1090 -1.6768
134 Cl -4.9109 8.8779 -2.4782
135 H -6.4333 7.4511 -1.3961
136 C -3.0618 -3.3243 -6.5881
137 Cl -4.7948 -3.4508 -6.2634
138 Cl -2.5782 -1.6303 -6.7351
139 Cl -2.1329 -4.1277 -5.3174
140 H -2.8536 -3.8223 -7.5307
141 C 13.5454 5.0456 -1.3842
142 Cl 12.1685 5.3580 -2.4476
143 Cl 13.4191 6.0065 0.0952
144 Cl 13.6593 3.3226 -1.0043
145 H 14.4521 5.3394 -1.9046
146 C 8.1511 6.4994 2.6027
147 Cl 7.4192 4.8905 2.6169
148 Cl 9.1309 6.7491 4.0537
149 Cl 9.1281 6.7291 1.1462
150 H 7.3541 7.2371 2.5980
151 C 2.9739 1.6490 -11.4655
152 Cl 3.3419 3.3189 -11.9178
153 Cl 3.7765 1.2241 -9.9506
154 Cl 1.2271 1.4123 -11.3319
155 H 3.3483 0.9938 -12.2463
156 C -3.4819 -12.9256 -10.1433
157 Cl -4.2448 -11.3371 -10.0075
158 Cl -2.3877 -12.9740 -11.5310
159 Cl -2.6169 -13.3311 -8.6557
160 H -4.2612 -13.6660 -10.2973

As for the net charge: -1. The LUMO energy is 1.2 eV. For the largest force on an atom, the calculation gives 5.780 eV/A. The HOMO-LUMO gap comes out at 6.74 eV. The calculated total energy comes out at -27546.65408 hartree. The calculation puts the HOMO energy at -5.5 eV.

Atom charges from the Löwdin analysis, given in e for atoms 1 to 6:
1. C -0.108
2. C -0.208
3. C -0.311
4. As 0.758
5. S 0.711
6. C -0.448

***

This record from the OMol25 dataset describes an isolated ion of composition C6H5BrClN2 and charge +1 at a distorted geometry. The level of theory is the ωB97M-V functional and the def2-TZVPD basis.

Cartesian coordinates (Å):
1 C -1.1439 1.8063 1.4806
2 C -1.4566 0.6682 0.8085
3 C -0.3688 -0.0475 0.1040
4 C -0.0578 0.1158 -1.2358
5 Cl -0.9212 1.1853 -2.2285
6 C 0.9994 -0.6284 -1.7605
7 N 1.6764 -1.4292 -0.9645
8 N 1.4476 -1.6469 0.3154
9 C 0.4358 -0.9783 0.8177
10 Br 0.0759 -1.3410 2.6131
11 H -1.3123 1.9291 2.5455
12 H -0.6472 2.6045 0.9290
13 H -2.4720 0.2856 0.7189
14 H 1.2825 -0.5718 -2.8028
15 H 2.4622 -1.9516 -1.3406

As for the net charge: +1. The LUMO energy is -5.5 eV. The SMILES is C=Cc1c(Cl)c[nH+]nc1Br. For the largest force on an atom, the calculation gives 1.853 eV/A. The HOMO-LUMO gap comes out at 7.28 eV. The calculated total energy comes out at -3374.97956 hartree. The calculation puts the HOMO energy at -12.7 eV.

Atom charges from the natural (NBO) analysis, given in e for atoms 1 to 6:
1. C -0.293
2. C -0.270
3. C -0.013
4. C -0.041
5. Cl 0.153
6. C 0.071

***

This record from the OMol25 dataset describes C10H4Br4CoN2O2S4Sb as an isolated structure. The level of theory is the ωB97M-V functional and the def2-TZVPD basis.

Cartesian coordinates (Å):
1 Co -1.5556 1.2501 -0.0095
2 S -4.2402 -0.6797 -2.9715
3 Sb -4.5082 -0.0849 -0.7539
4 S -2.3637 -0.7742 0.2735
5 S -3.5822 2.1442 -0.3284
6 Br 3.7595 -0.2842 4.0512
7 C 2.1145 0.3857 3.3793
8 C 1.2153 1.0193 4.2194
9 Br 1.6097 1.2391 6.0625
10 C -0.0020 1.4987 3.7044
11 Br -1.2743 2.3775 4.7945
12 C -0.3255 1.3569 2.3602
13 O -1.4263 1.7856 1.8113
14 C 0.6123 0.7141 1.4876
15 O 0.2808 0.6265 0.2383
16 C 1.8053 0.2345 2.0203
17 Br 2.9807 -0.6210 0.7992
18 S -1.1723 1.4350 -2.1981
19 C -0.2382 0.1173 -2.6608
20 N -0.3912 -1.0652 -2.0027
21 C 0.3675 -2.1246 -2.2467
22 C 1.2977 -2.0802 -3.2513
23 C 1.3523 -0.8772 -3.9679
24 N 0.6266 0.1824 -3.7025
25 H -1.1075 -1.0925 -1.2074
26 H 0.1862 -2.9850 -1.6158
27 H 1.9385 -2.9166 -3.4812
28 H 2.0404 -0.7816 -4.8042

As for the net charge: -2. The LUMO energy is 4.0 eV. For the largest force on an atom, the calculation gives 0.504 eV/A. The HOMO-LUMO gap comes out at 5.20 eV. The calculated total energy comes out at -14155.46035 hartree. The calculation puts the HOMO energy at -1.2 eV.

Atom charges from the natural (NBO) analysis, given in e for atoms 1 to 6:
1. Co 0.906
2. S -1.022
3. Sb 0.844
4. S -0.632
5. S -0.764
6. Br 0.024

***

Question: Which value of HOMO-LUMO gap does entry 1 give?
Answer: 6.74 eV